# 1
C45H38F9N4 | wB97M-V/def2-TZVPD

Cartesian coordinates (Å):
H 3.004 -7.953 1.769
C -6.466 2.460 -1.652
C -5.443 3.661 -3.972
C -1.782 -1.753 1.942
H 4.404 -1.779 -0.970
C 5.149 2.497 -0.709
H -2.620 -5.374 3.093
C -1.817 -3.113 2.174
H 2.584 0.445 -6.345
H -2.767 -3.636 2.278
C -2.597 3.325 0.835
F 6.535 5.333 2.847
H -2.616 4.395 1.038
H 2.917 2.288 1.860
C 2.106 -7.508 1.335
C 3.123 -0.141 -2.556
C -3.564 1.394 -0.313
F -5.675 3.069 2.083
C 2.490 1.044 -3.009
C 1.395 -6.563 2.067
N -0.617 -5.220 2.358
H -6.976 2.539 -5.017
H 0.172 -7.580 -1.489
C 6.142 3.258 -0.091
H -1.165 -5.956 -0.115
N -4.707 3.521 -0.346
H -4.352 5.191 0.939
F -7.344 3.870 0.889
C -6.143 4.210 1.473
C -1.506 1.140 0.987
C 0.621 -3.183 2.009
N 3.393 0.019 -1.217
C -5.337 3.292 -1.591
H 0.845 3.210 -1.341
H 2.443 3.951 -1.527
C 0.658 -1.811 1.890
C 4.012 -0.962 -0.357
H 1.523 3.475 -2.972
F 7.978 3.696 2.495
C 4.817 3.325 1.929
C 1.765 3.199 -1.943
H -2.727 -1.208 1.931
C -5.174 4.682 0.428
H 1.610 -1.279 1.892
C -4.874 3.959 -2.740
H 4.707 3.657 2.961
F -2.187 -6.442 5.420
H -5.031 4.116 -4.876
C -0.548 -1.054 1.746
H 3.685 -1.622 -5.552
C 2.315 1.293 -4.376
H -4.045 4.667 -2.626
H -6.836 2.026 -0.719
F -0.830 -4.749 5.001
H 7.046 3.530 -0.628
H 4.837 -0.512 0.202
H 0.479 0.832 1.770
H 1.717 -6.222 3.054
C -1.544 2.543 1.259
C -0.235 -6.400 0.257
F 7.719 5.283 0.987
C 3.594 -1.103 -3.457
C 0.208 -6.029 1.540
C 5.960 3.677 1.223
H -7.926 1.539 -2.928
C 3.980 2.137 -0.019
C 0.508 -7.309 -0.486
H 1.886 2.241 -4.702
H -0.750 2.982 1.862
C -0.448 0.335 1.479
C -3.638 2.760 0.065
H -2.580 -0.474 -0.016
H 2.072 1.125 -0.003
H 2.235 -8.617 -0.517
C 3.362 -0.878 -4.819
H 5.303 2.187 -1.747
C -1.234 -5.989 4.564
C 2.917 1.297 -0.727
C 7.041 4.499 1.885
H 1.541 -3.770 1.992
F -0.139 -6.816 4.682
H 3.296 -1.374 0.368
C 1.669 -7.880 0.057
C -2.558 0.597 0.191
H -1.737 -6.936 2.751
H 4.135 -1.973 -3.086
H -4.322 0.973 -0.974
N 2.390 1.898 -1.936
C 3.826 2.561 1.308
H -5.719 5.332 -0.263
F -6.398 5.121 2.449
C 2.733 0.301 -5.272
C -0.614 -3.853 2.192
C -6.533 2.778 -4.048
C -7.059 2.202 -2.883
C -1.668 -5.912 3.129

Its multiplicity is 1. Its maximum force is 2.02 eV/Å. The value obtained for the LUMO energy is -4.880 eV. Its net charge is +1. The calculation puts the frontier orbital gap at 3.7799 eV. Its total energy is -2855.203146 Ha. The calculation puts the HOMO energy at -8.66 eV.

Atomic partial charges in e from the Mulliken method, atoms 1 to 2: number 1, H, carries 0.383; number 2, C, carries 0.147


# 2
C17H35Cl2IInO4S3 | wB97M-V/def2-TZVPD

Cartesian coordinates (Å):
H 6.422 0.369 -2.863
H 4.549 -1.850 -2.865
H -6.489 0.360 7.948
S 1.235 1.191 -3.929
H 6.968 0.623 -4.549
H -4.786 -1.859 1.599
H 2.529 -0.109 2.898
H 6.034 -2.785 -5.381
H -6.249 -0.338 6.123
C 1.542 0.072 2.289
O 7.628 -1.900 -2.408
In -2.648 -0.412 3.988
H 3.831 -2.201 -4.446
H 0.583 1.373 -6.218
H -5.584 -0.374 0.636
C 5.958 -2.635 -4.300
H 1.258 1.214 2.443
S 7.325 -1.610 -3.794
O 2.542 1.768 -3.688
C -0.871 2.741 -3.463
H -4.221 -1.940 7.049
C 4.725 -1.817 -3.946
C -3.325 1.069 5.627
H -4.498 -1.221 8.811
H -3.490 -1.992 4.113
C 0.083 1.813 -2.713
H -1.514 1.318 -4.957
H -2.298 -1.060 0.568
C -4.532 -0.972 7.646
I 2.093 -0.141 0.137
C 6.447 -0.057 -3.870
O 8.337 -1.637 -4.831
H -0.481 3.765 -3.443
C 0.498 2.005 -5.333
H 4.307 0.326 -3.982
H -1.858 2.756 -2.992
H -4.668 -1.709 -0.342
C -0.942 2.253 -4.910
H -0.201 -1.736 4.756
H -1.432 2.983 -5.561
C -3.000 0.661 2.019
H -0.446 0.959 -2.280
C 5.042 -0.384 -4.373
H 0.098 0.150 4.718
C 0.324 -0.968 2.641
S -3.235 0.347 7.353
H 0.759 -2.067 2.485
O 1.032 -0.236 -4.068
C -6.070 -0.530 7.287
H -0.496 -0.819 1.788
C -4.650 -1.112 0.684
Cl -3.175 0.817 -0.787
C -0.367 -0.745 4.113
C -3.206 -0.321 0.723
Cl -4.445 1.835 2.223
H 5.999 -3.595 -3.783
H -2.502 1.933 5.585
H 1.031 2.948 -5.490
H -4.342 1.584 5.352
H -2.048 1.337 1.800
H 0.632 2.346 -1.932
H 5.016 -0.316 -5.467
H -6.758 -1.465 7.564

Its multiplicity is 1. Its maximum force is 2.73 eV/Å. The value obtained for the LUMO energy is 1.920 eV. Its relative energy (zero: lowest compared OMol25 entry of this formula, charge and spin) is 341.5 kJ/mol. Its net charge is -1. The calculation puts the frontier orbital gap at 6.4612 eV. Its total energy is -3572.330347 Ha. The calculation puts the HOMO energy at -4.54 eV.

Atomic partial charges in e from the Mulliken method, atoms 1 to 2: number 1, H, carries 0.386; number 2, H, carries 0.289


# 3
C4H7NO | wB97M-V/def2-TZVPD

Cartesian coordinates (Å):
H 2.839 0.062 -0.853
N 0.392 1.197 -0.156
C 2.390 -0.263 0.089
C 0.832 -0.083 0.094
H -2.368 -1.412 -0.348
H 2.605 0.309 1.022
O -2.127 0.538 0.160
H 1.242 1.890 -0.257
H -0.566 1.617 -0.189
C -1.634 -0.621 -0.051
H 2.464 -1.306 0.017
C -0.251 -0.990 -0.015
H 0.034 -2.095 -0.279

Its multiplicity is 1. Its maximum force is 5.20 eV/Å. The structure (SMILES) is C/C(N)=C/C=O. The value obtained for the LUMO energy is 0.552 eV. Its relative energy (zero: lowest compared OMol25 entry of this formula, charge and spin) is 221.6 kJ/mol. The calculation puts the frontier orbital gap at 8.8757 eV. Its total energy is -286.547238 Ha. The calculation puts the HOMO energy at -8.32 eV.

Atomic partial charges in e from the Mulliken method, atoms 1 to 2: number 1, H, carries 0.341; number 2, N, carries -0.389


# 4
C3H11NO3 | wB97M-V/def2-TZVPD

Cartesian coordinates (Å):
H -0.555 1.719 2.413
H -1.195 1.186 -1.726
H -0.377 -3.003 -1.932
O 1.925 0.938 0.525
C -1.413 0.723 -0.863
H -2.272 0.029 -0.891
H 2.528 0.512 0.042
C 0.014 -1.282 -0.761
H -1.387 -2.796 -0.516
N -0.311 -0.051 -0.231
O 1.086 -1.682 -0.347
H 1.986 1.063 1.455
H -0.394 2.907 1.526
H -1.646 -1.753 -1.926
O -0.402 2.644 2.464
C -0.976 -2.189 -1.371
H 0.521 0.432 0.061
H -1.653 1.348 -0.048

Its multiplicity is 1. Its maximum force is 6.78 eV/Å. The structure (SMILES) is CNC(C)=O.O.O. The value obtained for the LUMO energy is 0.638 eV. Its relative energy (zero: lowest compared OMol25 entry of this formula, charge and spin) is 220.1 kJ/mol. The calculation puts the frontier orbital gap at 9.8688 eV. Its total energy is -401.329228 Ha. The calculation puts the HOMO energy at -9.23 eV.

Atomic partial charges in e from the Mulliken method, atoms 1 to 2: number 1, H, carries 0.318; number 2, H, carries 0.265


# 5
C16H28N4O4S | wB97M-V/def2-TZVPD

Cartesian coordinates (Å):
H -6.148 -0.748 2.828
H 1.770 -0.625 1.378
C -1.097 -1.032 -1.029
C -5.282 -0.511 2.211
H -7.274 0.361 -0.354
H 1.194 3.770 1.162
C -7.101 0.171 0.703
C 3.842 -0.777 1.785
C 2.679 0.992 0.583
C 0.965 -1.482 -1.096
H -0.818 2.508 0.215
H 1.626 3.284 -2.547
N 0.561 -1.698 0.111
C 3.415 -2.831 0.310
C 3.081 -2.852 -1.182
H -0.677 1.708 -1.353
H 1.397 4.639 -0.368
C 4.396 -1.714 0.703
C 1.184 2.507 -0.588
H -0.627 3.469 -1.259
C -0.336 2.551 -0.758
N 2.633 -0.094 1.389
C 1.663 3.739 0.181
H 5.326 -2.143 1.079
H -4.785 0.367 2.634
O -5.294 -0.023 -1.342
C -3.478 -0.677 0.040
C -4.921 -0.287 -0.215
H 2.222 -1.634 -2.754
O 1.425 1.306 0.182
S -2.652 -0.532 -1.579
O 3.688 1.592 0.294
H -3.373 -1.707 0.381
N -0.760 -1.414 0.165
H 4.652 -1.108 -0.166
H -7.278 1.088 1.270
H -7.787 -0.604 1.049
H 3.842 -3.800 0.570
H 2.741 3.706 0.307
H 3.625 -1.339 2.696
H 2.484 -2.724 0.865
H 1.530 1.519 -2.478
N -5.732 -0.265 0.862
H -2.977 -0.013 0.744
H 4.004 -2.930 -1.760
O -0.054 -1.056 -1.886
H 2.478 -3.738 -1.395
H 2.948 2.358 -1.822
C 1.870 2.409 -1.950
H 2.891 -0.711 -1.407
H -4.593 -1.353 2.249
C 2.326 -1.611 -1.667
H 4.588 -0.010 2.005

Its multiplicity is 1. Its maximum force is 1.40 eV/Å. The structure (SMILES) is CN(C)C(=O)CSc1nnc(CCCCCNC(=O)OC(C)(C)C)o1. The value obtained for the LUMO energy is 0.585 eV. Its relative energy (zero: lowest compared OMol25 entry of this formula, charge and spin) is 7.4 kJ/mol. The calculation puts the frontier orbital gap at 9.3120 eV. Its total energy is -1544.686033 Ha. The calculation puts the HOMO energy at -8.73 eV.

Atomic partial charges in e from the Mulliken method, atoms 1 to 2: number 1, H, carries 0.341; number 2, H, carries 0.455


# 6
C43H45AsBN8O5PS2Ti | wB97M-V/def2-TZVPD

Cartesian coordinates (Å):
O -1.160 0.962 1.750
C -3.431 4.053 -0.577
C 2.242 -2.595 2.274
H 3.015 -4.362 3.983
H -0.966 4.930 -5.786
O 1.555 -1.692 1.574
O 0.661 1.998 0.811
H 3.848 1.951 3.236
C -1.865 2.653 -2.776
H -6.652 0.438 0.363
C 0.300 -4.634 0.022
C -2.442 3.652 -4.897
H 4.114 -0.706 2.966
C 0.713 0.198 -3.044
B -0.754 -2.541 -1.029
H -0.549 -4.822 0.660
H 4.480 -1.434 1.415
C 2.145 -4.606 -1.157
C 2.147 -2.436 3.748
C -2.829 5.528 1.212
C -2.769 2.842 -3.816
H -1.266 4.822 2.498
H -2.394 -5.080 -4.612
H -4.042 3.835 -1.444
H -0.598 -1.521 -3.628
H -4.180 -3.090 -3.966
H -3.740 2.363 -3.791
C -5.417 -0.338 -2.687
H -1.656 -1.269 3.262
H 1.693 -6.329 0.198
H -4.473 1.549 0.536
C 2.164 -2.296 6.519
H 5.309 3.183 1.571
C -0.316 4.133 -3.900
H 6.567 -0.653 2.620
C 4.200 1.195 -0.494
N 1.517 -3.481 -1.447
C -4.175 0.267 -2.581
H 3.622 1.948 -1.031
C -2.763 -2.773 0.598
H -0.400 -4.752 -2.760
C 1.688 -1.236 5.774
H 0.962 0.718 -3.951
C 4.513 -0.496 1.970
N 0.384 -3.497 -0.710
C -2.459 3.130 -0.194
C 3.433 2.321 2.296
H 4.893 0.233 -2.309
H -3.351 -3.314 -0.123
N 0.577 -0.354 -0.877
H 2.167 -2.228 7.600
O 2.902 -3.444 1.738
H 0.639 4.644 -3.920
C -2.325 -4.349 -3.826
H -4.385 5.931 -0.212
H 3.867 3.826 0.786
H -3.155 3.782 -5.701
H -3.467 0.169 -3.395
H -3.848 -2.749 2.521
C 5.934 0.045 2.071
H 4.261 4.305 2.430
H 5.131 -0.732 -0.856
C 1.657 -1.288 4.375
P -2.141 1.652 -1.254
N -1.037 -1.607 1.298
C 4.267 3.465 1.735
S -0.521 2.306 1.673
C -1.883 -1.736 2.318
H 5.967 1.000 2.598
C -1.871 4.623 1.627
C 1.092 0.514 -1.748
C -0.086 -0.920 -2.896
C -6.317 -0.274 -1.634
C -3.622 5.236 0.112
C -2.995 -2.477 1.927
H 0.068 3.191 -2.017
H 3.011 -4.274 6.470
C -3.829 0.984 -1.438
C -3.238 -3.329 -3.498
H -5.675 -0.874 -3.591
Ti 0.608 -0.208 1.285
C -1.688 3.428 0.929
H 5.139 1.670 -0.207
H 1.322 -0.344 6.267
H 6.385 0.189 1.089
H 3.104 -4.813 -1.603
H -7.283 -0.753 -1.713
C -0.636 3.312 -2.833
As 3.236 0.734 1.153
H 1.679 1.340 -1.393
C -1.319 -4.207 -2.901
H -2.961 6.454 1.754
H 2.422 2.661 2.516
C 4.447 -0.042 -1.352
N -0.161 -1.229 -1.599
N -2.824 -2.621 -2.461
S 0.964 0.153 3.618
N -1.587 -2.241 0.237
O -0.168 2.900 2.926
C 1.420 -5.383 -0.235
C -1.217 4.298 -4.944
C -4.732 1.025 -0.376
C -5.964 0.398 -0.472
C 2.635 -3.498 4.511
H 3.526 -0.593 -1.556
N -1.648 -3.173 -2.090
C 2.638 -3.442 5.889

Its multiplicity is 1. Its maximum force is 0.74 eV/Å. The value obtained for the LUMO energy is -0.981 eV. Its relative energy (zero: lowest compared OMol25 entry of this formula, charge and spin) is 0.0 kJ/mol. The calculation puts the frontier orbital gap at 7.1737 eV. Its total energy is -6727.912846 Ha. The calculation puts the HOMO energy at -8.15 eV.

Atomic partial charges in e from the Mulliken method, atoms 1 to 2: number 1, O, carries -0.458; number 2, C, carries -0.563